Entry from the OMol25 dataset: a cluster of 8 separate species, C51H113N5O11 in total (wB97M-V/def2-TZVPD).

```
180
Properties=species:S:1:pos:R:3
C 2.310 2.630 2.722
C 1.961 2.098 4.142
C 1.743 3.348 4.963
C 0.680 1.191 4.049
C 0.218 0.598 5.340
C 1.373 -0.305 5.802
C 2.789 0.367 5.845
C 2.923 1.119 7.155
C 3.846 -0.797 5.864
N 3.001 1.207 4.650
O 4.218 1.925 4.757
H 3.225 3.193 2.826
H 2.579 1.783 2.070
H 1.483 3.181 2.319
H 1.376 4.115 4.296
H 1.210 3.257 5.876
H 2.661 3.749 5.355
H -0.114 1.847 3.636
H 0.767 0.323 3.410
H 0.103 1.332 6.134
H -0.718 0.059 5.248
H 1.381 -1.069 5.045
H 1.144 -0.709 6.788
H 3.162 0.475 7.983
H 1.987 1.500 7.385
H 3.619 1.933 7.089
H 3.709 -1.506 6.629
H 4.836 -0.343 6.079
H 3.910 -1.298 4.855
H 4.824 1.398 4.178
C 0.758 -4.431 -2.837
C 1.770 -3.957 -3.910
C 2.433 -5.162 -4.468
C 0.993 -3.242 -5.057
C 1.901 -2.415 -5.886
C 2.702 -1.433 -4.971
C 3.550 -2.185 -3.932
C 4.742 -2.961 -4.491
C 4.111 -1.112 -2.997
N 2.582 -2.975 -3.109
O 3.270 -3.627 -2.077
H 0.079 -5.147 -3.335
H 1.329 -4.920 -1.975
H 0.162 -3.582 -2.578
H 3.412 -5.359 -3.927
H 1.801 -6.071 -4.441
H 2.731 -4.902 -5.472
H 0.546 -4.002 -5.789
H 0.137 -2.659 -4.682
H 2.653 -3.023 -6.388
H 1.244 -1.872 -6.654
H 1.926 -0.796 -4.540
H 3.341 -0.748 -5.589
H 5.600 -2.391 -4.785
H 4.548 -3.639 -5.337
H 5.148 -3.592 -3.669
H 4.896 -0.561 -3.499
H 4.465 -1.531 -2.063
H 3.377 -0.417 -2.719
H 3.644 -4.396 -2.481
C -1.065 5.022 1.036
C -0.351 5.243 -0.239
C -1.394 4.939 -1.305
C 0.241 6.596 -0.262
C 1.127 6.936 -1.473
C 2.302 5.963 -1.458
C 1.778 4.490 -1.530
C 1.201 4.139 -2.947
C 3.003 3.516 -1.320
N 0.865 4.273 -0.365
O 0.332 2.944 -0.516
H -0.493 5.202 1.973
H -1.988 5.598 1.136
H -1.436 3.958 1.068
H -1.544 3.818 -1.326
H -2.352 5.396 -1.094
H -1.129 5.362 -2.328
H -0.626 7.267 -0.139
H 0.937 6.728 0.627
H 0.616 6.816 -2.385
H 1.508 8.029 -1.371
H 2.953 6.160 -0.571
H 3.024 6.223 -2.214
H 2.026 4.247 -3.684
H 0.486 4.830 -3.425
H 0.708 3.198 -3.091
H 3.906 3.754 -1.942
H 2.782 2.510 -1.460
H 3.265 3.645 -0.274
H 0.792 2.371 0.158
C -5.128 4.112 -0.399
C -5.072 2.673 -0.925
C -4.553 2.688 -2.389
C -4.063 1.833 -0.107
C -4.167 0.284 -0.342
C -5.580 -0.114 0.073
C -6.632 0.627 -0.800
C -6.764 0.240 -2.265
C -7.994 0.367 -0.080
N -6.408 2.117 -0.617
O -7.415 2.857 -1.386
H -5.918 4.641 -0.956
H -5.444 4.127 0.673
H -4.202 4.658 -0.535
H -4.405 1.684 -2.819
H -5.124 3.233 -3.195
H -3.521 3.100 -2.316
H -3.038 2.222 -0.410
H -4.222 2.060 0.916
H -4.014 0.020 -1.453
H -3.495 -0.380 0.127
H -5.840 0.101 1.132
H -5.822 -1.140 -0.110
H -7.027 -0.804 -2.337
H -5.803 0.228 -2.766
H -7.468 0.848 -2.830
H -8.830 0.586 -0.747
H -8.149 0.917 0.817
H -8.088 -0.668 0.174
H -8.132 2.919 -0.738
C 1.482 -4.220 3.241
C 0.193 -4.556 2.474
C -0.020 -3.418 1.446
C 0.260 -5.944 1.869
C -1.098 -6.215 1.195
C -2.173 -6.204 2.300
C -2.263 -4.892 3.007
C -3.083 -3.855 2.096
C -3.107 -5.035 4.278
N -0.940 -4.525 3.452
O -1.042 -3.244 4.036
H 2.295 -4.217 2.508
H 1.371 -3.190 3.569
H 1.513 -4.943 4.082
H 0.897 -3.343 0.897
H -0.802 -3.649 0.711
H -0.187 -2.480 1.920
H 1.084 -6.117 1.247
H 0.379 -6.632 2.658
H -1.232 -5.478 0.431
H -1.184 -7.142 0.605
H -2.036 -7.049 2.966
H -3.101 -6.531 1.874
H -3.101 -2.812 2.454
H -4.182 -4.245 2.191
H -2.859 -3.918 1.022
H -3.383 -4.080 4.762
H -2.632 -5.711 5.004
H -4.048 -5.484 3.949
H -1.369 -2.609 3.421
O 0.197 2.569 -6.245
C -0.759 1.631 -6.653
C -1.300 0.793 -5.444
O -0.225 0.150 -4.777
H 0.892 2.006 -5.844
H -1.632 2.259 -7.073
H -0.293 1.029 -7.434
H -2.108 0.102 -5.743
H -1.860 1.256 -4.631
H -0.175 0.478 -3.869
O 2.544 -0.734 2.468
C 3.470 -1.402 1.699
C 4.591 -0.452 1.406
O 5.210 0.101 2.567
H 2.980 -0.054 3.029
H 3.847 -2.300 2.199
H 3.043 -1.671 0.769
H 4.203 0.452 0.876
H 5.309 -0.922 0.776
H 5.995 -0.348 2.797
O 1.081 0.506 0.476
C 1.095 -0.584 -0.488
C -0.094 -0.382 -1.383
O -0.188 0.754 -2.223
H 1.354 0.134 1.344
H 1.980 -0.588 -1.147
H 0.994 -1.566 -0.001
H -0.980 -0.545 -0.790
H -0.097 -1.207 -2.100
H 0.079 1.566 -1.726
```

Results
* HOMO energy: -8.475 eV
* energy above the lowest of the compared OMol25 structures with the same formula, charge and spin: 0.0 kJ/mol
* Kohn-Sham gap: 0.3256 Ha
* spin multiplicity: 1
* total energy: -3112.07915 a.u.
* SMILES: CC1(C)CCCC(C)(C)N1O.CC1(C)CCCC(C)(C)N1O.CC1(C)CCCC(C)(C)N1O.CC1(C)CCCC(C)(C)N1O.CC1(C)CCCC(C)(C)N1O.OCCO.OCCO.OCCO
* LUMO energy: 0.38 eV

Löwdin population analysis, charges in e, atoms 1 to 2:
1. C -0.011
2. C -0.471

=====

Entry from the OMol25 dataset: a cluster of 2 separate species, C16H9N6O6 in total (wB97M-V/def2-TZVPD).

```
37
Properties=species:S:1:pos:R:3
N -1.099 -5.975 1.847
C -0.666 -4.888 1.848
C -0.117 -3.566 1.853
C 1.248 -3.266 1.827
C 1.704 -1.915 1.851
N 3.112 -1.655 1.923
O 3.905 -2.618 1.841
O 3.491 -0.469 2.072
C 0.806 -0.837 1.884
C -0.542 -1.148 1.872
N -1.670 -0.319 1.810
O -1.811 0.891 1.771
O -2.801 -1.195 1.827
N -2.394 -2.547 1.857
C -1.042 -2.467 1.877
H 1.977 -4.073 1.803
H 1.127 0.198 1.948
C 2.209 2.572 0.116
C 1.560 1.520 -0.703
C 2.305 0.353 -0.920
N 2.965 -0.605 -1.089
C 0.302 1.662 -1.342
C -0.531 2.829 -1.182
C -1.770 2.916 -1.786
C -2.229 1.856 -2.599
N -3.503 1.940 -3.227
O -3.889 0.968 -3.919
O -4.194 2.974 -3.072
C -1.440 0.706 -2.792
C -0.199 0.616 -2.187
H 1.587 3.459 0.246
H 2.473 2.152 1.098
H 3.158 2.865 -0.358
H -0.187 3.659 -0.561
H -2.417 3.781 -1.653
H -1.833 -0.094 -3.417
H 0.406 -0.277 -2.366
```

Results
* HOMO energy: -3.668 eV
* energy above the lowest of the compared OMol25 structures with the same formula, charge and spin: 102.1 kJ/mol
* Kohn-Sham gap: 0.1332 Ha
* spin multiplicity: 1
* total energy: -1394.79906 a.u.
* total charge: -1
* LUMO energy: -0.04 eV

Löwdin population analysis, charges in e, atoms 1 to 2:
1. N 0.160
2. C -0.167

=====

Entry from the OMol25 dataset: an isolated molecule of C4H4FNS (wB97M-V/def2-TZVPD).

```
11
Properties=species:S:1:pos:R:3
C 0.741 1.704 0.012
S -0.225 0.701 1.312
C -0.471 -0.727 0.346
C -0.262 -1.921 1.220
N -0.094 -2.606 2.185
C -0.866 -0.965 -0.931
F -1.176 -0.186 -1.958
H 0.073 1.882 -0.907
H 0.657 2.660 0.199
H 1.922 1.470 -0.255
H -0.298 -2.010 -1.222
```

Results
* HOMO energy: -9.388 eV
* energy above the lowest of the compared OMol25 structures with the same formula, charge and spin: 281.4 kJ/mol
* Kohn-Sham gap: 0.3455 Ha
* spin multiplicity: 1
* total energy: -707.49779 a.u.
* SMILES: CS/C(C#N)=C\F
* LUMO energy: 0.01 eV

Löwdin population analysis, charges in e, atoms 1 to 2:
1. C -0.342
2. S 0.895

=====

Entry from the OMol25 dataset: a structure of composition C47H47MnN6OP2S4 (wB97M-V/def2-TZVPD).

```
108
Properties=species:S:1:pos:R:3
Mn -0.398 -0.183 0.674
S -2.221 1.093 0.854
C -2.944 0.546 2.376
C -4.232 0.947 2.716
C -4.789 0.547 3.920
C -4.058 -0.254 4.789
C -2.775 -0.654 4.452
C -2.211 -0.259 3.242
S -0.559 -0.738 2.831
H -4.794 1.573 2.034
H -5.792 0.861 4.180
H -4.488 -0.569 5.730
H -2.202 -1.278 5.127
C -1.857 -4.248 -6.357
S -0.557 -4.990 -5.356
C 0.573 -3.580 -5.273
C 0.276 -2.598 -4.145
C 0.523 -3.225 -2.784
N 0.286 -2.272 -1.673
P 1.311 -1.089 -1.202
C 2.872 -1.344 -2.017
C 3.663 -2.464 -1.744
C 4.878 -2.615 -2.385
C 5.305 -1.657 -3.300
C 4.523 -0.545 -3.574
C 3.305 -0.382 -2.929
C 0.609 0.501 -1.331
C -0.379 0.753 -2.326
C -0.939 1.996 -2.439
C -0.543 3.040 -1.583
C 0.404 2.815 -0.616
C 0.984 1.549 -0.455
P -1.133 -2.231 -0.665
C -2.552 -2.379 -1.763
C -2.943 -3.613 -2.289
C -4.045 -3.687 -3.124
C -4.759 -2.536 -3.436
C -4.383 -1.311 -2.903
C -3.285 -1.230 -2.059
C -1.063 -3.782 0.250
C 0.085 -4.565 0.319
C 0.119 -5.679 1.146
C -0.988 -6.006 1.914
C -2.132 -5.220 1.857
C -2.171 -4.109 1.031
H -2.642 -4.994 -6.472
H -1.480 -3.990 -7.346
H -2.288 -3.368 -5.882
H 0.551 -3.072 -6.238
H 1.580 -3.988 -5.161
H -0.758 -2.244 -4.207
H 0.927 -1.723 -4.257
H 1.543 -3.607 -2.725
H -0.141 -4.074 -2.620
H 3.334 -3.220 -1.039
H 5.497 -3.476 -2.173
H 6.258 -1.778 -3.795
H 4.862 0.201 -4.278
H 2.704 0.498 -3.122
H -0.692 -0.047 -2.986
H -1.692 2.175 -3.194
H -0.991 4.018 -1.687
H 0.706 3.619 0.040
H 1.788 1.415 0.260
H -2.405 -4.516 -2.028
H -4.351 -4.645 -3.522
H -5.623 -2.599 -4.085
H -4.958 -0.422 -3.123
H -3.019 -0.286 -1.596
H 0.956 -4.315 -0.276
H 1.011 -6.289 1.189
H -0.959 -6.872 2.561
H -2.993 -5.467 2.463
H -3.064 -3.494 1.006
N 1.590 -1.189 0.481
C 2.664 -1.393 1.047
N 3.683 -1.814 1.508
C 4.881 -1.399 1.901
N 5.956 -1.138 2.206
C -1.244 4.703 3.868
C -0.528 3.631 4.684
C 0.104 2.554 3.818
N 1.167 3.129 2.990
C 2.325 2.553 2.702
S 2.763 1.015 3.191
N 3.205 3.250 1.882
C 3.077 4.457 1.177
O 3.551 4.539 0.069
C 2.405 5.607 1.843
C 2.566 5.845 3.207
C 1.985 6.965 3.781
C 1.233 7.833 3.000
C 1.074 7.597 1.640
C 1.672 6.492 1.057
H -1.768 5.408 4.511
H -1.978 4.251 3.197
H -0.555 5.298 3.260
H -1.242 3.139 5.346
H 0.234 4.081 5.326
H -0.651 2.111 3.157
H 0.540 1.747 4.402
H 1.004 4.069 2.660
H 3.958 2.664 1.543
H 3.156 5.166 3.808
H 2.122 7.163 4.835
H 0.773 8.701 3.453
H 0.496 8.282 1.035
H 1.593 6.308 -0.007
```

Results
* HOMO energy (alpha / beta): -9.175 / -9.235 eV
* energy above the lowest of the compared OMol25 structures with the same formula, charge and spin: 46.1 kJ/mol
* Kohn-Sham gap (alpha / beta): 0.2160 / 0.2329 Ha
* spin multiplicity: 4
* total energy: -5649.28598 a.u.
* ⟨S²⟩: 4.06
* total charge: +1
* LUMO energy (alpha / beta): -3.30 / -2.90 eV

Löwdin population analysis, charges in e, atoms 1 to 2:
1. Mn 0.039
2. S 0.680

=====

Entry from the OMol25 dataset: a structure of composition C2Br3N4 (wB97M-V/def2-TZVPD).

```
9
Properties=species:S:1:pos:R:3
C -1.099 0.025 -0.133
C 2.523 -0.956 0.346
N -1.850 -0.512 -1.092
N -1.230 1.342 -0.021
N -2.435 0.528 -1.563
N -2.103 1.632 -0.959
Br 0.012 -0.840 1.024
Br 3.027 0.832 0.587
Br 3.156 -2.051 1.810
```

Results
* HOMO energy (alpha / beta): -4.434 / -5.124 eV
* energy above the lowest of the compared OMol25 structures with the same formula, charge and spin: 0.0 kJ/mol
* Kohn-Sham gap (alpha / beta): 0.2622 / 0.2111 Ha
* spin multiplicity: 3
* total energy: -8017.15111 a.u.
* ⟨S²⟩: 2.01
* total charge: -1
* LUMO energy (alpha / beta): 2.70 / 0.62 eV

Löwdin population analysis, charges in e, atoms 1 to 2:
1. C -0.987
2. C -1.221

=====

Entry from the OMol25 dataset: a structure of composition C31H59BIrN9 (wB97M-V/def2-TZVPD).

```
101
Properties=species:S:1:pos:R:3
Ir 0.028 -0.201 0.017
C 3.537 3.789 1.029
C 2.564 2.794 0.408
C 2.385 3.066 -1.090
C 1.253 2.770 1.117
C 0.881 3.617 2.150
C -0.373 3.198 2.580
C -1.004 3.775 3.801
C -1.026 2.729 4.926
C -2.366 4.435 3.616
N -0.743 2.156 1.787
N 0.246 1.896 0.904
B -2.070 1.366 1.792
N -1.780 -0.062 2.340
N -0.499 -0.514 2.251
C -0.285 -1.367 3.265
C -1.490 -1.542 3.959
C -2.423 -0.715 3.342
C -3.854 -0.666 3.748
C -4.819 -0.504 2.585
C -4.077 0.361 4.875
C 1.001 -1.928 3.762
C 2.223 -1.055 3.466
C 1.188 -3.396 3.350
N -2.687 1.264 0.381
N -2.307 0.243 -0.428
C -3.234 0.108 -1.392
C -4.230 1.071 -1.190
C -3.853 1.800 -0.068
C -4.568 3.034 0.366
C -3.626 4.233 0.432
C -5.448 2.887 1.618
C -3.331 -0.886 -2.508
C -2.812 -0.315 -3.848
C -2.702 -2.231 -2.149
H 4.503 3.696 0.544
H 3.679 3.595 2.089
H 3.198 4.813 0.899
H 3.017 1.807 0.546
H 1.767 3.950 -1.229
H 1.917 2.223 -1.592
H 3.354 3.253 -1.547
H 1.441 4.427 2.564
H -0.317 4.572 4.116
H -1.630 1.866 4.659
H -1.440 3.182 5.821
H -0.018 2.389 5.153
H -3.120 3.713 3.320
H -2.308 5.222 2.870
H -2.679 4.879 4.557
H -2.817 1.887 2.535
H -1.658 -2.175 4.806
H -4.060 -1.642 4.211
H -4.632 0.409 2.028
H -5.839 -0.486 2.959
H -4.723 -1.343 1.900
H -3.963 1.374 4.496
H -3.373 0.205 5.688
H -5.079 0.249 5.276
H 0.873 -1.960 4.851
H 2.919 -1.565 2.805
H 2.768 -0.875 4.391
H 1.932 -0.086 3.062
H 0.480 -4.040 3.863
H 2.185 -3.731 3.617
H 1.042 -3.521 2.280
H -5.114 1.213 -1.778
H -5.295 3.233 -0.436
H -2.699 4.000 0.951
H -4.122 5.065 0.924
H -3.366 4.549 -0.578
H -4.847 2.705 2.504
H -6.162 2.078 1.490
H -6.003 3.809 1.767
H -4.409 -1.037 -2.652
H -1.794 -0.645 -4.046
H -2.860 0.773 -3.867
H -3.422 -0.684 -4.669
H -1.844 -2.066 -1.499
H -2.408 -2.757 -3.053
H -3.412 -2.863 -1.619
N 2.444 -0.620 0.132
C 2.998 -1.789 -0.566
C 1.906 -2.843 -0.684
N 0.706 -2.246 -1.290
C 0.832 -1.957 -2.734
C 1.109 -0.477 -3.019
N 0.140 0.358 -2.300
H 2.997 0.196 -0.123
H 2.544 -0.750 1.136
H 3.867 -2.199 -0.042
H 3.336 -1.493 -1.559
H 1.642 -3.211 0.312
H 2.275 -3.693 -1.270
H -0.052 -2.912 -1.165
H -0.100 -2.230 -3.232
H 1.628 -2.562 -3.180
H 1.066 -0.311 -4.103
H 2.104 -0.185 -2.688
H -0.795 0.172 -2.660
H 0.333 1.338 -2.491
```

Results
* HOMO energy (alpha / beta): -16.717 / -16.692 eV
* Kohn-Sham gap (alpha / beta): 0.2428 / 0.1492 Ha
* spin multiplicity: 2
* total energy: -1837.68778 a.u.
* ⟨S²⟩: 0.76
* total charge: +3
* LUMO energy (alpha / beta): -10.11 / -12.63 eV

Löwdin population analysis, charges in e, atoms 1 to 2:
1. Ir 1.377
2. C -0.046

=====

Entry from the OMol25 dataset: a structure of composition C18H23Cl3N2O3PdS2Si (wB97M-V/def2-TZVPD).

```
53
Properties=species:S:1:pos:R:3
Pd -0.590 0.371 0.720
C -0.118 -1.707 -3.736
C -0.149 -1.330 -2.291
N -1.090 -0.708 -1.692
O -2.121 -0.364 -2.504
C 0.979 -1.711 -1.383
C 1.970 -2.701 -1.880
N 0.983 -1.123 -0.240
O 2.069 -1.599 0.611
H -1.008 -1.347 -4.240
H -0.068 -2.790 -3.852
H 0.757 -1.279 -4.227
H -2.764 0.070 -1.928
H 1.453 -3.609 -2.196
H 2.729 -2.947 -1.147
H 2.455 -2.291 -2.769
O 0.390 -1.631 2.491
S 1.465 -2.347 1.878
C 2.890 -2.506 2.848
C 4.169 -2.474 2.294
C 5.245 -2.651 3.145
C 5.034 -2.859 4.505
C 3.750 -2.888 5.034
C 2.655 -2.712 4.206
C 0.922 -3.893 1.301
C 1.841 -4.923 1.106
C 1.376 -6.123 0.597
C 0.027 -6.275 0.295
C -0.875 -5.238 0.502
C -0.434 -4.029 1.015
H 4.323 -2.304 1.238
H 6.250 -2.624 2.749
H 5.883 -2.996 5.160
H 3.600 -3.043 6.093
H 1.648 -2.721 4.603
H 2.885 -4.801 1.364
H 2.063 -6.945 0.450
H -0.328 -7.221 -0.092
H -1.924 -5.376 0.279
H -1.122 -3.215 1.206
C 1.921 2.302 0.679
S 0.140 2.510 0.439
C -0.155 3.743 1.723
H 2.139 1.984 1.696
H 2.403 3.255 0.468
H 2.263 1.559 -0.038
H 0.418 4.622 1.435
H 0.156 3.381 2.700
H -1.212 3.998 1.725
Cl -3.591 2.440 0.977
Si -2.351 1.099 1.827
Cl -1.958 1.540 3.752
Cl -3.110 -0.807 1.633
```

Results
* HOMO energy: -14.782 eV
* energy above the lowest of the compared OMol25 structures with the same formula, charge and spin: 59.1 kJ/mol
* Kohn-Sham gap: 0.3092 Ha
* spin multiplicity: 1
* total energy: -3628.74810 a.u.
* total charge: +2
* LUMO energy: -6.37 eV

Löwdin population analysis, charges in e, atoms 1 to 2:
1. Pd 0.342
2. C 0.012